Entry 1:
A gas-phase ion, C3H8N3 (charge +1) in a non-equilibrium geometry, computed with ωB97M-V with the def2-TZVPD basis set.

- total energy (Ha) = -283.0274
- lowest unoccupied orbital energy (eV) = -3.4
- E_HOMO (eV) = -15.301
- SMILES = C1[NH2+]CN2N[C@@H]12
- energy relative to the best compared isomer or geometry (same formula, charge and spin) (eV) = 3.711
- charge = +1

Each line ends with the Löwdin charge.
CARTESIAN COORDINATES (ANGSTROEM)
C1 0.647138 -0.988703 0.241710  -0.06
N1 1.008700 0.327795 -0.447700  0.07
C2 0.111183 1.270745 0.226620  -0.16
N2 -1.102763 0.603722 0.443934  -0.02
N3 -1.329264 -0.170526 -0.754061  0.09
C3 -0.787555 -0.786797 0.514351  -0.20
H1 1.172108 -1.172813 1.252788  0.17
H2 0.916269 -1.732625 -0.542196  0.15
H3 2.049360 0.523853 -0.711531  0.25
H4 0.469026 0.098247 -1.274468  0.13
H5 0.638226 1.469272 1.153148  0.15
H6 -0.021848 2.262048 -0.210354  0.16
H7 -2.293425 -0.210344 -0.855389  0.10
H8 -1.477151 -1.493875 0.963148  0.17

Forces on the atoms, in the same order (eV/Å):
2.66 -1.24 1.41
1.45 -1.14 -0.77
1.79 2.83 1.71
-0.53 -0.11 0.66
1.72 -0.23 0.47
-2.05 0.03 -2.69
-0.26 0.44 -1.85
-0.41 -0.01 1.09
-2.41 -0.25 1.08
0.03 0.43 -1.40
-0.40 0.11 0.62
0.08 -0.46 -0.75
-2.24 -0.55 -0.16
0.57 0.16 0.59

Entry 2:
A gas-phase ion, C3H8N3 (charge +1) in a non-equilibrium geometry, computed with ωB97M-V with the def2-TZVPD basis set.

- total energy (Ha) = -282.9983
- lowest unoccupied orbital energy (eV) = -3.7
- E_HOMO (eV) = -14.349
- SMILES = C[N@@H+]1CN=CN1
- energy relative to the best compared isomer or geometry (same formula, charge and spin) (eV) = 4.502
- charge = +1

Each line ends with the Löwdin charge.
CARTESIAN COORDINATES (ANGSTROEM)
C1 -1.545053 -0.001531 -0.343122  0.04
N1 -0.304711 -0.080934 0.491203  -0.15
C2 0.588989 1.144129 0.224155  -0.10
N2 1.768826 0.535219 -0.237689  0.09
C3 1.676344 -0.716189 -0.295874  -0.13
N3 0.495139 -1.140428 0.274206  0.01
H1 -1.348195 0.205788 -1.371567  0.11
H2 -2.123240 -1.014090 -0.392396  0.15
H3 -2.057625 0.788566 0.044059  0.07
H4 -0.438152 0.057836 1.543382  0.23
H5 0.722354 1.761929 1.101725  0.14
H6 0.186745 1.823347 -0.419676  0.10
H7 2.539063 -1.174609 -0.649249  0.13
H8 -0.160486 -2.189037 0.030847  0.31

Forces on the atoms, in the same order (eV/Å):
-0.06 -3.84 -0.36
-1.98 2.90 1.93
1.84 -1.25 1.35
1.16 1.56 -0.90
-0.67 2.44 0.61
-1.90 -8.07 -0.93
0.93 0.25 -0.60
0.94 1.91 0.77
-2.00 1.88 1.09
-0.81 -0.88 -1.66
0.20 -0.47 0.84
-1.49 1.33 -2.47
0.77 -2.12 -0.44
3.08 4.37 0.76

Entry 3:
A gas-phase ion, C3H8N3 (charge +1) in a non-equilibrium geometry, computed with ωB97M-V with the def2-TZVPD basis set.

- total energy (Ha) = -282.9921
- lowest unoccupied orbital energy (eV) = -5.5
- E_HOMO (eV) = -14.130
- SMILES = CC=[N+]=NCN
- energy relative to the best compared isomer or geometry (same formula, charge and spin) (eV) = 4.671
- charge = +1

Each line ends with the Löwdin charge.
CARTESIAN COORDINATES (ANGSTROEM)
C1 -2.556263 0.233315 -0.053070  -0.01
C2 -1.501918 -0.841199 -0.245049  -0.04
N1 -0.247286 -0.907925 -0.040893  0.11
N2 0.820737 -0.833215 0.481935  0.17
C3 2.093043 -0.207494 0.286250  -0.19
N3 2.259827 0.418068 -1.016789  0.04
H1 -3.191607 0.442322 -0.934822  0.11
H2 -2.160175 1.160820 0.395969  0.10
H3 -3.290832 -0.275301 0.573820  0.09
H4 -1.831140 -1.768101 -0.736753  0.16
H5 2.071665 0.307030 1.251293  0.15
H6 2.932188 -0.892593 0.345373  0.15
H7 1.381876 0.665672 -1.577509  0.12
H8 2.869517 -0.027360 -1.625636  0.05

Forces on the atoms, in the same order (eV/Å):
0.42 -0.03 0.54
0.14 -1.22 -1.53
0.82 2.14 0.59
-2.29 -1.97 1.46
0.16 0.29 -3.44
-3.13 1.80 1.02
1.03 -0.16 -0.09
-0.35 -0.55 -0.16
0.07 0.28 0.59
-0.07 0.34 0.07
0.36 1.12 -0.30
-0.30 -0.69 0.61
1.71 -0.28 1.57
1.41 -1.08 -0.91

Entry 4:
2 unconnected molecules or ions with the total composition C3H8N3 in a non-equilibrium geometry, computed with ωB97M-V with the def2-TZVPD basis set.

- total energy (Ha) = -282.9572
- lowest unoccupied orbital energy (spin up / spin down) (eV) = -4.6 / -4.3
- E_HOMO (spin up / spin down) (eV) = -13.135 / -13.467
- energy relative to the best compared isomer or geometry (same formula, charge and spin) (eV) = 5.621
- charge = +1

Each line ends with the Löwdin charge.
CARTESIAN COORDINATES (ANGSTROEM)
C1 -0.454929 -1.268435 0.316084  -0.03
C2 0.793200 -0.712164 -0.178350  -0.04
C3 -0.075255 0.916601 1.576272  0.02
N1 0.058776 0.479712 -2.571352  0.04
N2 0.803679 -0.397476 -2.432008  0.15
N3 -0.207459 0.182006 0.321843  -0.13
H1 -1.207511 -1.637789 -0.369316  0.13
H2 -0.496121 -1.744255 1.290780  0.14
H3 1.788673 -0.789924 0.207189  0.12
H4 0.541462 0.345599 2.268908  0.11
H5 0.398061 1.880674 1.400059  0.11
H6 -1.056620 1.073498 2.021135  0.11
H7 -0.202542 0.949590 -3.437355  0.12
H8 -0.683415 0.722363 -0.413890  0.16

Forces on the atoms, in the same order (eV/Å):
0.11 -0.88 -0.05
-0.02 -0.46 -1.88
0.13 0.39 0.78
-0.59 0.34 1.38
0.08 -0.13 1.15
-0.12 0.66 -0.22
-0.07 0.22 -0.17
0.03 0.20 0.08
0.21 0.15 0.29
-0.04 -0.04 -0.10
0.01 -0.07 -0.13
-0.02 -0.04 -0.11
0.29 -0.24 -0.81
0.00 -0.11 -0.21

Entry 5:
A gas-phase ion, C3H8N3 (charge +1) in a non-equilibrium geometry, computed with ωB97M-V with the def2-TZVPD basis set.

- total energy (Ha) = -282.8947
- lowest unoccupied orbital energy (spin up / spin down) (eV) = -3.1 / -6.9
- E_HOMO (spin up / spin down) (eV) = -14.018 / -14.587
- multiplicity = 3
- energy relative to the best compared isomer or geometry (same formula, charge and spin) (eV) = 2.105
- ⟨S²⟩ = 2.0077
- charge = +1

Each line ends with the Löwdin charge.
CARTESIAN COORDINATES (ANGSTROEM)
C1 -0.675004 -1.271398 0.361234  -0.19
C2 1.068802 -0.040953 -0.650661  -0.09
C3 -0.269720 1.687392 0.387483  0.18
N1 0.795891 -1.074843 0.336600  -0.04
N2 -1.278573 -0.136638 -0.291482  0.14
N3 -0.246580 0.753891 -0.730223  -0.08
H1 -0.786545 -2.186863 -0.262242  0.15
H2 -1.271304 -1.373965 1.340455  0.17
H3 2.031065 0.482062 -0.327124  0.18
H4 1.160785 -0.556461 -1.534278  0.10
H5 -0.917161 2.454014 0.314119  0.06
H6 -0.211872 1.210672 1.298150  0.07
H7 1.165276 -1.105803 1.340378  0.17
H8 -0.565061 1.158894 -1.582410  0.18

Forces on the atoms, in the same order (eV/Å):
0.40 -0.26 -0.57
1.52 -0.52 3.15
1.68 -0.18 -1.25
-0.78 0.17 2.80
-1.38 -1.68 -0.89
0.79 -0.42 3.24
-1.00 0.40 0.28
1.36 -0.12 -1.10
-1.68 -0.02 -0.88
0.35 -0.58 -2.54
-1.82 2.71 -0.55
0.58 -0.94 1.79
-0.15 0.97 -2.28
0.14 0.46 -1.19

Entry 6:
A gas-phase ion, C3H8N3O (charge +1) in a non-equilibrium geometry, computed with ωB97M-V with the def2-TZVPD basis set.

- total energy (Ha) = -358.2826
- lowest unoccupied orbital energy (eV) = -3.2
- E_HOMO (eV) = -14.713
- SMILES = N/C(O)=[NH+]/N1CC1
- energy relative to the best compared isomer or geometry (same formula, charge and spin) (eV) = 3.097
- charge = +1

Each line ends with the Löwdin charge.
CARTESIAN COORDINATES (ANGSTROEM)
N1 2.764582 -0.601454 -0.040693  0.25
C1 1.623489 0.047421 -0.048972  -0.42
O1 1.408029 1.327006 0.066404  0.10
N2 0.377224 -0.494812 -0.249826  0.08
N3 -0.679596 0.367574 -0.175554  -0.13
C2 -1.833314 0.246642 0.717542  -0.08
C3 -2.052203 0.144316 -0.675214  -0.03
H1 2.691745 -1.618104 0.164809  0.16
H2 3.598979 -0.077717 0.153319  0.15
H3 0.267868 1.353193 0.069728  0.15
H4 0.356269 -1.553442 -0.340759  0.21
H5 -2.197143 1.245501 1.120218  0.15
H6 -1.821098 -0.610361 1.436116  0.15
H7 -2.121621 -0.811948 -1.157038  0.14
H8 -2.383214 1.036182 -1.040081  0.10

Forces on the atoms, in the same order (eV/Å):
-0.98 -1.27 0.33
-3.91 3.42 -0.26
1.86 -0.33 0.58
1.68 -5.41 -0.11
-0.17 1.70 0.60
-0.13 0.15 4.06
1.77 -2.25 -1.13
0.64 1.20 -0.38
0.30 -0.05 0.10
1.14 0.04 -0.72
-0.88 1.92 0.14
0.88 -1.52 -0.01
-0.24 0.80 -0.88
-0.67 -0.06 -0.36
-1.30 1.67 -1.96

Entry 7:
2 unconnected molecules or ions with the total composition C3H8N3O in a non-equilibrium geometry, computed with ωB97M-V with the def2-TZVPD basis set.

- total energy (Ha) = -358.3240
- lowest unoccupied orbital energy (eV) = -3.5
- E_HOMO (eV) = -12.841
- energy relative to the best compared isomer or geometry (same formula, charge and spin) (eV) = 1.972
- charge = +1

Each line ends with the Löwdin charge.
CARTESIAN COORDINATES (ANGSTROEM)
C1 0.544210 1.117297 0.777240  -0.16
C2 -0.011897 -1.520293 -0.267064  -0.35
C3 -1.266517 0.221857 -0.511056  -0.01
N1 1.638635 1.803679 0.928312  0.20
N2 -0.620969 -2.622374 -0.664254  0.19
N3 -0.288775 1.228228 -0.265211  0.01
O1 1.083644 -1.177140 0.089720  0.07
H1 0.451547 0.283613 1.446839  0.15
H2 -1.897704 -0.049937 0.343636  0.09
H3 -1.665908 0.149873 -1.548871  0.11
H4 2.277926 1.734579 1.665946  0.12
H5 1.587047 2.790139 0.770873  0.13
H6 -1.452768 -2.422193 -1.160029  0.10
H7 -0.171659 -3.537664 -0.593700  0.15
H8 -0.206811 2.000337 -1.012381  0.21

Forces on the atoms, in the same order (eV/Å):
-0.69 -1.49 -1.48
-0.17 3.32 -0.96
1.44 -3.35 0.43
0.05 2.77 -0.53
1.10 0.26 0.80
0.17 1.36 -0.27
-1.00 -1.31 -0.04
-0.67 -0.08 0.02
-0.15 0.62 -0.65
0.24 0.51 1.16
0.57 -1.28 1.53
0.04 0.63 -1.19
-0.88 -0.69 -0.36
-0.34 0.38 -0.27
0.30 -1.66 1.79

Entry 8:
2 unconnected molecules or ions with the total composition C3H8N3O in a non-equilibrium geometry, computed with ωB97M-V with the def2-TZVPD basis set.

- total energy (Ha) = -358.2950
- lowest unoccupied orbital energy (eV) = -3.9
- E_HOMO (eV) = -13.635
- energy relative to the best compared isomer or geometry (same formula, charge and spin) (eV) = 2.760
- charge = +1

Each line ends with the Löwdin charge.
CARTESIAN COORDINATES (ANGSTROEM)
C1 -1.248588 -0.520170 1.546055  -0.03
C2 0.323824 0.970904 0.314556  -0.13
C3 -0.692976 1.284039 -0.761869  -0.23
N1 -0.342295 0.140227 1.184022  0.17
N2 -1.956045 -1.476664 2.100193  0.20
N3 2.062061 -0.299362 -1.690350  0.01
O1 -1.796566 0.813389 -0.821825  0.09
H1 0.985672 0.264730 -0.314642  0.10
H2 0.836850 1.870318 0.780158  0.17
H3 -0.385873 1.997921 -1.518257  0.13
H4 -1.361999 -2.307370 2.117434  0.15
H5 -2.842327 -1.481136 2.667959  0.18
H6 3.006105 0.031444 -1.862687  0.05
H7 1.441243 -0.046411 -2.472247  0.06
H8 1.970914 -1.241860 -1.268501  0.06

Forces on the atoms, in the same order (eV/Å):
1.07 1.00 0.13
0.37 0.10 -1.27
-1.02 0.95 -0.42
-2.54 -1.80 2.75
0.49 -0.18 -0.07
-0.58 0.06 0.22
0.43 -0.30 0.34
0.45 1.34 0.68
-0.54 -1.36 -0.58
0.46 0.30 -0.33
-0.77 -0.22 0.29
1.40 0.65 -1.12
-0.21 -0.50 0.12
0.61 -0.91 0.52
0.37 0.88 -1.28

Entry 9:
A gas-phase ion, C3H8N3O2 (charge +1) in a non-equilibrium geometry, computed with ωB97M-V with the def2-TZVPD basis set.

- total energy (Ha) = -433.5363
- lowest unoccupied orbital energy (eV) = -3.6
- E_HOMO (eV) = -13.969
- SMILES = CN1N[C@@H]([NH3+])OC1=O
- energy relative to the best compared isomer or geometry (same formula, charge and spin) (eV) = 2.379
- charge = +1

Each line ends with the Löwdin charge.
CARTESIAN COORDINATES (ANGSTROEM)
C1 -1.638847 -1.307222 -1.030374  0.04
N1 -0.608521 -0.680469 -0.158361  -0.07
N2 0.643400 -0.487895 -0.725976  0.11
C2 1.400945 0.063060 0.313124  -0.18
N3 1.156878 1.871349 0.367481  0.22
O1 0.766843 -0.174418 1.458865  0.07
C3 -0.602025 -0.687954 1.180421  -0.44
O2 -1.421440 -0.801077 1.988947  0.24
H1 -2.131510 -0.551318 -1.522602  0.06
H2 -1.226479 -2.264818 -1.617972  0.16
H3 -2.490499 -1.622684 -0.486707  0.08
H4 0.615287 0.080479 -1.566240  0.16
H5 2.430083 -0.023528 0.481235  0.16
H6 0.581744 2.108242 -0.429047  0.12
H7 1.834877 2.617093 0.468213  0.13
H8 0.689264 1.861162 1.278993  0.14

Forces on the atoms, in the same order (eV/Å):
2.10 -2.78 0.36
-2.14 -1.16 -1.38
1.65 0.55 0.32
-1.80 0.36 1.12
0.19 0.00 0.28
-0.71 -1.46 0.70
1.94 1.69 -1.22
-1.03 -0.72 1.41
-0.31 1.71 -2.39
-0.81 2.59 1.07
-0.30 -0.84 1.53
-0.03 -0.33 -0.20
1.60 -0.06 -0.92
-0.60 0.32 0.22
0.83 -0.14 -0.33
-0.56 0.28 -0.57

Entry 10:
C3H8N3O4P in the gas phase in a non-equilibrium geometry, computed with ωB97M-V with the def2-TZVPD basis set.

- total energy (Ha) = -925.7531
- lowest unoccupied orbital energy (eV) = 0.4
- E_HOMO (eV) = -9.991
- energy relative to the best compared isomer or geometry (same formula, charge and spin) (eV) = 0.767

Each line ends with the Löwdin charge.
CARTESIAN COORDINATES (ANGSTROEM)
C1 -0.137717 1.017621 0.101422  -0.67
C2 1.210604 -1.753001 -0.504403  -0.27
C3 0.614909 -1.241298 0.792959  -0.11
N1 -0.634741 0.727237 -1.205227  0.09
N2 -1.026302 1.870851 0.748059  0.14
N3 -0.346572 -0.307684 0.822219  0.11
O1 1.193085 1.444131 0.038819  -0.06
O2 3.662609 1.035960 -0.211498  -0.21
O3 1.939392 -0.790745 -1.053005  -0.14
O4 2.307287 -0.350713 1.353121  -0.20
P1 2.388119 0.382310 -0.020434  0.32
H1 1.812979 -2.657891 -0.296940  0.14
H2 0.266051 -2.109590 -0.942731  0.14
H3 0.659258 -1.988514 1.589837  0.15
H4 -0.132205 -0.016783 -1.760956  0.10
H5 -0.560429 1.506124 -1.888754  0.11
H6 -0.480676 2.709987 0.952859  0.11
H7 -1.702563 2.249685 0.128933  0.08
H8 -1.008034 -0.200947 1.601714  0.16

Forces on the atoms, in the same order (eV/Å):
-1.14 -3.22 -1.95
-1.72 -2.43 2.92
1.37 -0.09 1.95
-0.08 -0.35 -3.45
1.14 2.67 1.24
1.01 0.39 0.35
-0.82 0.47 0.36
0.32 0.49 -1.46
1.29 2.61 -2.63
-2.12 -0.98 -1.43
1.77 -0.75 3.30
-0.19 0.41 -0.01
0.40 0.33 -1.28
-0.61 0.31 -0.13
-0.57 0.82 1.51
-0.06 -0.13 1.14
-0.06 -0.14 0.74
-0.92 -0.28 -0.85
0.99 -0.14 -0.32

What is the formula in the seventh record? C3H8N3O